<A>
40 unconnected molecules or ions with the total composition H80O40. Source: OMol25; level of theory: ωB97M-V with the def2-TZVPD basis set.

Each line ends with the Löwdin charge.
Atoms and positions in Å:
H 1.434 -5.999 -0.851  -0.0812
H 2.680 -5.575 -1.274  0.0578
O 2.248 -6.078 -0.579  0.0482
H -6.331 -0.048 -0.623  0.0276
H -5.537 1.202 -0.899  0.0523
O -5.724 0.244 -1.318  -0.1078
H 1.915 0.363 -0.806  -0.0179
H 1.754 0.986 0.470  -0.0077
O 1.757 1.188 -0.485  -0.0379
H 5.489 -1.616 -0.358  0.0473
H 3.985 -1.972 -0.272  0.0504
O 4.842 -2.223 0.148  -0.0945
H -3.367 1.204 -2.152  0.0594
H -2.061 1.040 -2.516  0.1047
O -2.707 1.833 -2.524  -0.1082
H -6.575 2.349 -0.660  0.1282
O -5.776 2.839 -0.214  -0.1125
H -0.436 1.799 1.408  0.0130
O 0.238 1.233 1.860  -0.1880
H 0.956 -3.681 4.951  0.0783
H 1.298 -2.489 3.945  0.0130
O 0.631 -3.120 4.204  -0.0535
H -1.261 -3.600 3.080  0.0256
H -2.498 -3.771 2.205  0.0658
O -1.561 -4.088 2.287  -0.0703
H -4.601 3.850 -0.304  -0.0433
H -3.366 3.808 -1.318  -0.0187
O -3.694 3.964 -0.489  -0.0007
H -2.218 2.143 4.154  -0.0506
H -1.261 2.091 5.241  0.0460
O -1.339 2.077 4.212  -0.0737
H 3.784 -1.946 1.911  0.0723
O 3.643 -2.112 2.936  -0.0081
H -1.230 0.792 6.653  0.0421
H -2.805 0.667 5.966  0.0423
O -1.990 1.188 6.275  -0.0828
H -3.704 -2.186 -2.443  -0.0224
H -5.206 -1.852 -2.668  0.0530
O -4.315 -1.902 -3.146  -0.0963
H 0.474 -3.670 0.996  0.1129
H 1.693 -4.658 0.407  0.0060
O 1.194 -3.884 0.280  -0.0714
H -2.882 -6.024 -0.381  -0.0384
H -2.749 -5.519 1.176  -0.0835
O -3.012 -5.635 0.374  0.0973
H -1.994 3.754 0.615  0.0086
H -0.409 4.408 1.201  0.0844
O -1.188 3.796 1.166  -0.0915
H 0.845 -2.216 -0.209  0.0833
H 0.032 -0.870 -0.603  0.0186
O 0.624 -1.202 0.037  -0.0731
H 3.530 2.530 -1.855  -0.0409
O 4.459 2.621 -1.663  -0.0815
H -2.873 -1.153 2.420  -0.0740
H -4.330 -1.245 2.294  0.1345
O -3.571 -1.149 2.984  -0.0498
H 1.633 -2.739 -4.474  -0.0094
O 1.976 -1.989 -5.015  -0.1166
H 4.000 2.754 2.649  0.0699
H 3.683 3.594 1.484  0.0048
O 3.997 3.766 2.338  -0.0581
H 3.360 -2.964 -2.454  -0.0236
H 4.399 -2.971 -1.280  0.0357
O 4.170 -3.376 -2.231  -0.0887
H 1.937 2.684 -1.818  -0.0722
H 1.990 4.209 -1.990  0.1341
O 1.435 3.352 -2.124  -0.0539
H -0.437 1.471 -0.407  0.0339
H -0.170 2.710 -1.480  0.0054
O -0.808 2.108 -1.067  -0.0766
H -2.934 -1.172 4.976  0.0734
H -4.103 -0.289 4.718  0.0619
O -3.605 -0.653 5.484  -0.0700
H -2.479 3.334 -3.705  -0.0669
H -2.172 4.773 -3.846  0.0222
O -2.898 4.113 -4.001  -0.0548
H 4.321 2.012 3.887  0.0324
H 3.657 0.692 3.184  0.0004
O 4.019 1.074 4.033  -0.1058
H 2.178 0.878 2.279  0.0222
H 2.383 -0.501 1.433  0.1024
O 2.792 0.417 1.678  -0.0971
H -0.372 -1.969 2.004  -0.1058
H -0.711 -0.347 2.209  0.1392
O -1.021 -1.394 2.019  -0.0839
H -2.737 2.108 1.014  0.0303
H -2.644 0.808 2.057  -0.0709
O -3.093 1.319 1.478  -0.0080
H 2.326 3.374 3.440  0.0706
O 1.986 2.484 3.674  -0.0575
H -1.116 5.728 -3.518  -0.0452
H 0.097 5.154 -2.562  0.0180
O -0.771 5.374 -2.813  0.0555
H 4.879 2.342 -2.551  0.0893
H -5.932 2.841 0.813  0.1506
H 1.785 -2.611 -5.823  0.1247
H 0.426 1.888 2.824  0.1753
H 4.378 -2.498 3.120  -0.0731
H 1.559 2.665 4.496  0.0615
O 5.877 -0.110 -0.836  -0.0077
H 6.757 -0.307 -1.066  0.0449
H 5.915 0.533 -0.097  0.0990
O 3.118 3.510 -3.892  0.0029
H 2.690 4.212 -4.420  0.0905
H 3.205 2.772 -4.342  -0.0321
O -0.788 2.514 -4.365  0.0057
H -1.689 2.310 -4.477  0.0183
H -0.588 2.733 -3.513  -0.0448
O 0.865 -4.120 -3.706  -0.1065
H 1.476 -4.804 -3.181  0.1206
H 0.149 -3.696 -3.146  0.0694
O -0.496 -4.865 -1.529  -0.0093
H -0.403 -5.625 -0.985  0.0432
H -0.216 -4.243 -0.927  -0.0514
O -2.039 -2.412 -1.502  -0.0342
H -1.212 -2.843 -1.276  -0.0062
H -2.541 -2.773 -0.735  0.0745
O 0.200 -0.004 -5.356  -0.1695
H 0.365 0.793 -4.768  0.0053
H 1.057 -0.615 -5.256  0.0190

Summary:
Orbital gap = 8.996 eV
HOMO level = -9.487 eV
Total charge = 0

<B>
40 unconnected molecules or ions with the total composition H80O40. Source: OMol25; level of theory: ωB97M-V with the def2-TZVPD basis set.

Each line ends with the Löwdin charge.
Atoms and positions in Å:
H -1.416 -2.456 3.754  0.0680
H -2.970 -2.781 3.750  0.0435
O -2.361 -2.059 3.648  -0.0649
H -1.613 5.452 -0.810  -0.0799
H -2.640 6.428 -0.894  0.1016
O -1.613 6.341 -0.955  -0.0593
H -0.898 -0.975 2.971  0.0858
H 0.470 0.050 3.012  0.0607
O -0.074 -0.592 3.544  -0.1318
H -5.080 0.078 1.896  0.0968
H -4.764 -1.156 1.222  -0.0368
O -5.617 -0.803 1.535  -0.1244
H -3.353 2.985 -2.252  0.1072
H -3.189 2.964 -0.707  -0.0071
O -3.234 3.633 -1.404  -0.1192
H 0.636 -6.455 -0.054  0.0174
O 1.040 -5.810 -0.646  -0.1283
H -2.584 -5.337 1.802  0.0095
O -2.389 -4.445 1.726  0.0032
H -0.806 -3.866 -1.671  0.1340
H 0.027 -2.581 -2.295  0.0262
O -0.056 -3.586 -2.353  -0.1017
H -5.140 3.686 2.369  0.0521
H -5.527 2.198 1.867  0.0822
O -4.869 2.756 2.392  -0.0744
H 0.084 -2.717 -4.974  0.0416
H -0.631 -1.597 -4.693  -0.0350
O -0.614 -2.180 -5.459  -0.0832
H -3.738 0.931 -0.409  -0.0351
H -4.594 0.230 -1.573  0.0791
O -4.215 1.146 -1.239  -0.1293
H -5.512 -2.301 -2.724  -0.0745
O -4.964 -1.801 -2.314  0.0054
H 5.494 -0.745 -3.074  0.0655
H 4.421 0.214 -3.606  0.0057
O 5.174 -0.286 -3.909  -0.0878
H 0.470 -0.207 6.669  0.0541
H -0.100 -1.620 6.449  -0.0061
O 0.687 -1.179 6.664  -0.0553
H 1.679 2.821 5.708  0.0422
H 2.283 1.910 4.657  0.1215
O 1.522 2.591 4.801  -0.0721
H 1.955 1.544 -4.093  0.0152
H 2.506 1.014 -2.852  0.0432
O 1.835 0.876 -3.494  -0.0014
H -2.939 2.995 5.158  0.0661
H -1.290 3.192 5.106  -0.0152
O -2.139 3.491 5.439  -0.0604
H 4.678 -1.107 1.030  0.0948
H 3.432 -1.632 0.237  0.0110
O 4.267 -1.955 0.667  -0.0898
H 1.548 -1.362 -1.137  -0.0864
O 1.433 -0.523 -0.920  -0.0171
H 1.976 4.023 3.308  0.0088
H 2.196 2.774 2.444  -0.0133
O 2.552 3.654 2.638  -0.0960
H -0.899 0.250 4.731  -0.1201
O -1.063 1.042 5.063  -0.0641
H 3.777 -3.267 -4.287  0.0004
H 4.608 -1.983 -4.319  0.0756
O 3.901 -2.495 -3.760  -0.1013
H -0.495 -1.210 0.247  0.1397
H -0.845 -2.137 1.666  0.0344
O -1.170 -1.494 1.032  -0.1222
H 0.961 2.082 0.858  0.0360
H 1.653 0.521 0.757  0.0601
O 1.168 1.211 1.296  -0.0823
H -0.314 5.079 1.725  0.0129
H 0.542 4.753 0.561  0.0269
O 0.544 4.739 1.524  -0.0437
H 0.238 3.453 -3.894  0.0161
H 1.552 4.151 -4.328  0.0277
O 1.246 3.481 -3.756  -0.0651
H 2.165 3.773 -1.010  0.1032
H 1.487 2.542 -1.681  -0.1268
O 2.087 2.840 -1.207  0.0430
H 4.328 -4.269 0.049  0.0518
H 3.931 -5.000 1.511  0.0788
O 4.056 -5.126 0.520  -0.1165
H 4.290 -0.704 -1.493  0.0260
H 4.863 0.782 -0.811  -0.0750
O 4.846 0.047 -1.308  -0.0270
H -2.633 1.079 1.685  0.0088
H -2.068 0.000 0.613  0.0683
O -2.831 0.622 0.919  -0.0469
H 3.163 -2.651 -0.935  0.0864
H 2.065 -3.751 -1.321  0.0305
O 2.198 -3.008 -0.701  -0.0974
H -2.738 3.566 1.971  -0.0169
O -1.845 3.612 2.161  0.0369
H -2.906 -2.006 1.109  -0.0018
H -3.371 -1.651 -0.229  0.0770
O -3.464 -2.450 0.451  -0.1178
H 0.743 -0.196 -1.554  0.0249
H 2.038 -5.954 -0.201  0.1193
H -0.738 1.830 4.437  0.0794
H -2.957 -4.230 1.032  -0.0185
H -4.301 -2.308 -1.689  0.0986
H -1.712 3.441 3.032  -0.0351
O 0.775 -3.342 3.432  -0.0304
H 1.322 -3.849 3.992  0.0183
H 1.009 -2.478 3.793  0.0187
O -0.344 1.368 -1.019  -0.0539
H -0.177 2.110 -0.399  0.0623
H 0.210 1.387 -1.797  0.0084
O 1.625 -4.744 -4.176  0.0660
H 1.615 -4.082 -3.581  -0.0644
H 1.744 -5.522 -3.817  -0.0357
O -1.587 -0.665 -1.665  -0.1033
H -0.969 -1.065 -2.393  0.0470
H -2.032 -0.009 -2.269  0.0798
O -1.182 3.360 -4.521  -0.0073
H -1.444 3.088 -5.473  0.1477
H -1.899 3.633 -4.043  0.0009
O 4.190 2.193 -0.468  -0.0313
H 3.318 2.401 -0.184  -0.0022
H 4.686 2.997 -0.331  0.0769
O 0.340 -0.765 -3.548  -0.1298
H 1.046 -1.041 -4.221  0.1398
H 0.219 0.156 -3.731  0.0519

Summary:
Orbital gap = 9.696 eV
HOMO level = -10.262 eV
Total charge = 0

If you had to name the least stable structure above, which would it be? It would be <A>.